1.
This record from the Open Molecules 2025 dataset describes a cluster of 4 separate species, C40H57F18NO10PS in total in a non-equilibrium geometry. The level of theory is the ωB97M-V functional and the def2-TZVPD basis.

The value obtained for the total energy is -133400.30634 eV. Its total charge is +1. The LUMO energy comes out at -6.0 eV. As for the orbital gap: 5.90 eV. As for the spin multiplicity: 1. For the largest force on an atom, the calculation gives 4.43 eV Å⁻¹.

Cartesian coordinates (Å):
C1 2.10 -2.88 0.02
C2 1.02 -3.73 -0.78
C3 0.57 -3.03 -2.12
C4 1.73 -2.77 -3.16
C5 1.47 -1.51 -4.06
C6 2.76 -0.75 -4.53
C7 3.83 -0.47 -3.39
C8 4.50 0.95 -3.44
C9 3.82 2.04 -2.54
C10 3.68 1.66 -1.01
C11 2.47 2.47 -0.39
C12 1.14 1.64 -0.23
C13 0.63 0.97 -1.56
C14 -0.80 1.48 -2.00
C15 -0.77 2.60 -3.15
C16 -1.62 2.10 -4.42
C17 -3.15 2.36 -4.03
C18 -4.00 1.06 -4.47
C19 -4.35 0.24 -3.20
C20 -3.78 -1.13 -3.18
C21 -2.93 -1.77 -4.30
O1 -1.79 -2.07 -4.20
O2 -3.55 -2.00 -5.54
C22 -4.06 -1.94 -2.01
C23 -4.83 -1.38 -0.93
N1 -5.34 -0.10 -0.93
C24 -6.07 0.33 0.26
F1 -5.81 1.61 0.64
F2 -7.42 0.17 -0.05
C25 -5.87 -0.50 1.58
F3 -6.59 0.22 2.53
F4 -6.52 -1.72 1.59
C26 -4.43 -0.67 2.17
F5 -4.55 -0.60 3.55
F6 -3.85 -1.91 1.98
C27 -3.32 0.40 1.82
F7 -2.17 -0.02 2.45
F8 -3.00 0.50 0.51
F9 -3.59 1.61 2.39
C28 -5.15 0.73 -2.06
P1 -5.89 2.45 -2.21
O3 -7.39 2.56 -1.46
O4 -6.18 2.96 -3.75
S1 -4.79 3.80 -1.35
H1 2.23 -1.88 -0.46
H2 3.06 -3.47 0.02
H3 1.74 -2.79 1.08
H4 1.35 -4.78 -1.00
H5 0.10 -3.81 -0.13
H6 -0.16 -3.74 -2.62
H7 -0.03 -2.10 -1.89
H8 2.69 -2.75 -2.59
H9 1.77 -3.67 -3.83
H10 0.95 -1.87 -5.00
H11 0.74 -0.81 -3.58
H12 2.48 0.25 -4.98
H13 3.24 -1.35 -5.35
H14 4.65 -1.23 -3.54
H15 3.35 -0.73 -2.41
H16 5.60 0.88 -3.16
H17 4.44 1.32 -4.50
H18 4.50 2.95 -2.57
H19 2.83 2.42 -2.94
H20 4.61 2.05 -0.50
H21 3.65 0.56 -0.80
H22 2.36 3.42 -0.96
H23 2.79 2.76 0.66
H24 1.34 0.84 0.55
H25 0.38 2.33 0.24
H26 1.33 1.04 -2.42
H27 0.51 -0.13 -1.34
H28 -1.41 0.58 -2.34
H29 -1.33 1.89 -1.10
H30 -1.30 3.51 -2.75
H31 0.29 2.78 -3.44
H32 -1.32 2.61 -5.36
H33 -1.39 1.00 -4.49
H34 -3.15 2.33 -2.91
H35 -3.55 3.30 -4.46
H36 -3.34 0.52 -5.19
H37 -4.91 1.35 -5.07
H38 -3.16 -1.34 -6.15
H39 -3.67 -2.99 -1.98
H40 -4.99 -2.11 -0.10
H41 -8.00 1.88 -1.80
H42 -7.02 2.55 -4.03
C29 -6.13 -1.56 6.31
C30 -4.64 -1.52 6.57
O5 -4.35 -0.80 7.78
C31 -4.51 -1.48 8.92
O6 -4.87 -2.62 8.99
C32 -4.12 -0.61 10.12
F10 -4.65 0.62 10.04
F11 -2.79 -0.46 10.20
F12 -4.53 -1.13 11.28
H43 -6.55 -0.55 6.30
H44 -6.34 -2.04 5.36
H45 -6.65 -2.11 7.10
H46 -4.14 -0.98 5.76
H47 -4.21 -2.52 6.60
C33 0.86 0.13 4.57
C34 2.12 -0.62 4.96
O7 3.06 -0.63 3.88
C35 3.79 0.48 3.73
O8 3.70 1.46 4.41
C36 4.78 0.30 2.57
F13 4.20 -0.24 1.48
F14 5.80 -0.51 2.91
F15 5.32 1.47 2.18
H48 0.44 -0.29 3.65
H49 0.11 0.08 5.36
H50 1.07 1.18 4.37
H51 1.87 -1.66 5.18
H52 2.57 -0.20 5.87
C37 8.33 1.56 1.63
C38 9.28 1.51 0.45
O9 9.14 0.27 -0.27
C39 8.11 0.20 -1.11
O10 7.31 1.08 -1.30
C40 8.12 -1.16 -1.83
F16 8.33 -2.18 -0.98
F17 9.10 -1.22 -2.75
F18 6.97 -1.40 -2.47
H53 8.48 0.70 2.28
H54 8.49 2.47 2.22
H55 7.29 1.55 1.31
H56 10.31 1.55 0.80
H57 9.13 2.36 -0.22

2.
This record from the Open Molecules 2025 dataset describes a structure of composition C40H57F6N9ORhS2 in a non-equilibrium geometry. The level of theory is the ωB97M-V functional and the def2-TZVPD basis.

The value obtained for the total energy is -98841.49694 eV. Its total charge is +1. The LUMO energy (alpha / beta) comes out at -1.9 / -4.2 eV. As for the orbital gap (alpha / beta): 7.86 / 5.65 eV. As for the spin multiplicity: 5. For the largest force on an atom, the calculation gives 1.02 eV Å⁻¹.

Cartesian coordinates (Å):
Rh1 -0.44 1.10 0.13
C1 -0.83 -0.48 3.57
C2 -0.16 0.84 3.47
N1 0.02 1.53 2.37
C3 0.68 2.73 2.60
C4 1.02 2.94 3.89
S1 0.49 1.64 4.85
C5 0.81 3.67 1.49
C6 1.41 4.89 1.51
S2 1.06 5.72 0.06
C7 0.15 4.38 -0.51
N2 0.14 3.39 0.32
C8 -0.63 4.43 -1.79
H1 -1.06 -0.85 2.58
H2 -1.76 -0.39 4.13
H3 -0.20 -1.21 4.09
H4 1.50 3.81 4.32
H5 2.00 5.34 2.30
H6 -1.43 5.17 -1.70
H7 -1.08 3.46 -1.97
H8 -0.01 4.73 -2.64
C9 -5.17 -1.34 -1.08
N3 -3.82 -1.70 -1.50
C10 -3.54 -3.12 -1.60
C11 -2.83 -0.73 -1.55
N4 -1.70 -0.79 -0.88
C12 -1.55 -1.75 0.17
C13 -2.58 -2.03 1.08
C14 -2.47 -3.04 2.03
C15 -1.31 -3.78 2.09
C16 -0.26 -3.49 1.23
C17 -0.35 -2.48 0.25
N5 0.76 -2.17 -0.57
C18 1.49 -3.09 -1.12
N6 2.84 -2.88 -1.38
C19 3.45 -3.31 -2.63
C20 3.75 -2.51 -0.32
N7 1.01 -4.29 -1.56
C21 1.83 -5.50 -1.60
C22 -0.38 -4.46 -1.89
N8 -3.11 0.26 -2.46
C23 -2.35 1.48 -2.62
C24 -4.19 0.14 -3.43
H9 -5.39 -1.77 -0.09
H10 -5.91 -1.72 -1.79
H11 -5.27 -0.26 -0.99
H12 -3.32 -3.60 -0.65
H13 -2.71 -3.27 -2.28
H14 -4.42 -3.60 -2.04
H15 -3.47 -1.42 1.05
H16 -3.29 -3.24 2.71
H17 -1.20 -4.58 2.82
H18 0.67 -4.04 1.29
H19 2.69 -3.54 -3.36
H20 4.10 -4.19 -2.50
H21 4.07 -2.50 -3.02
H22 4.41 -1.69 -0.64
H23 4.38 -3.36 -0.03
H24 3.18 -2.17 0.53
H25 2.75 -5.35 -1.03
H26 2.09 -5.79 -2.62
H27 1.28 -6.32 -1.14
H28 -0.81 -3.49 -2.06
H29 -0.94 -4.97 -1.10
H30 -0.47 -5.05 -2.81
H31 -1.88 1.50 -3.61
H32 -1.60 1.54 -1.87
H33 -2.99 2.36 -2.51
H34 -3.86 0.60 -4.37
H35 -5.10 0.65 -3.11
H36 -4.42 -0.90 -3.63
C25 -4.52 3.09 -0.20
C26 -3.42 2.61 0.76
O1 -2.41 1.98 0.08
C27 -2.98 3.87 1.56
F1 -4.02 4.56 2.07
F2 -2.15 3.58 2.59
F3 -2.32 4.72 0.74
C28 -4.07 1.60 1.74
F4 -4.66 0.60 1.03
F5 -3.14 1.02 2.54
F6 -5.00 2.13 2.54
H37 -4.12 3.91 -0.81
H38 -5.41 3.44 0.33
H39 -4.78 2.26 -0.85
C29 5.99 1.93 2.10
C30 4.66 1.23 1.96
C31 4.17 0.39 2.97
C32 2.95 -0.27 2.86
C33 2.50 -1.25 3.93
C34 2.18 -0.04 1.74
C35 2.63 0.79 0.68
C36 3.90 1.40 0.82
N9 1.79 0.91 -0.39
C37 2.31 1.17 -1.75
C38 2.69 2.64 -2.03
C39 1.18 0.80 -2.72
C40 3.48 0.22 -2.05
H40 6.45 1.72 3.06
H41 5.89 3.01 2.00
H42 6.68 1.59 1.32
H43 4.78 0.24 3.87
H44 3.33 -1.88 4.24
H45 1.69 -1.89 3.56
H46 2.13 -0.72 4.81
H47 1.24 -0.56 1.61
H48 4.29 2.04 0.04
H49 1.80 3.22 -2.26
H50 3.34 2.67 -2.91
H51 3.20 3.13 -1.21
H52 0.33 1.46 -2.56
H53 0.86 -0.24 -2.55
H54 1.51 0.91 -3.75
H55 4.34 0.39 -1.40
H56 3.80 0.35 -3.08
H57 3.15 -0.82 -1.92